{
  "formula": "C23H32N4OS",
  "method": "the ωB97M-V functional and the def2-TZVPD basis",
  "symbols": ["C", "C", "C", "C", "C", "C", "N", "C", "S", "N", "C", "C", "C", "N", "C", "C", "O", "C", "C", "C", "C", "C", "C", "C", "N", "C", "C", "C", "C", "H", "H", "H", "H", "H", "H", "H", "H", "H", "H", "H", "H", "H", "H", "H", "H", "H", "H", "H", "H", "H", "H", "H", "H", "H", "H", "H", "H", "H", "H", "H", "H"],
  "positions_angstrom": [[-3.421, -0.715, -2.866], [-2.277, -1.210, -2.040], [-2.522, -1.913, -0.866], [-1.490, -2.329, -0.043], [-1.768, -3.099, 1.214], [-0.170, -2.032, -0.405], [0.857, -2.465, 0.461], [1.992, -1.865, 0.906], [3.217, -2.900, 1.370], [2.094, -0.525, 1.022], [0.986, 0.407, 0.924], [0.170, 0.472, 2.218], [-0.734, 1.717, 2.314], [-1.923, 1.778, 1.497], [-2.879, 0.707, 1.695], [-4.210, 1.133, 1.071], [-4.067, 1.427, -0.300], [-3.108, 2.441, -0.492], [-1.750, 2.026, 0.080], [3.341, 0.066, 1.486], [4.038, 0.755, 0.347], [4.650, 0.014, -0.660], [5.239, 0.677, -1.722], [5.188, 2.064, -1.740], [4.615, 2.780, -0.789], [4.059, 2.140, 0.225], [0.106, -1.397, -1.620], [1.514, -1.177, -2.087], [-0.960, -0.979, -2.407], [-3.071, -0.265, -3.791], [-4.101, -1.531, -3.106], [-3.979, 0.030, -2.298], [-3.543, -2.125, -0.584], [-2.821, -3.036, 1.478], [-1.516, -4.151, 1.072], [-1.172, -2.726, 2.045], [0.878, -3.465, 0.625], [1.413, 1.390, 0.706], [0.338, 0.134, 0.095], [-0.434, -0.430, 2.317], [0.858, 0.500, 3.067], [-1.074, 1.799, 3.352], [-0.141, 2.607, 2.087], [-3.014, 0.541, 2.766], [-2.553, -0.231, 1.219], [-4.945, 0.328, 1.136], [-4.589, 2.019, 1.602], [-3.042, 2.603, -1.569], [-3.441, 3.366, 0.001], [-1.028, 2.831, -0.062], [-1.412, 1.132, -0.471], [3.124, 0.775, 2.289], [3.969, -0.739, 1.878], [4.664, -1.065, -0.599], [5.726, 0.133, -2.516], [5.627, 2.632, -2.550], [3.615, 2.772, 0.985], [1.915, -0.230, -1.724], [2.168, -1.972, -1.734], [1.546, -1.157, -3.174], [-0.749, -0.468, -3.335]],
  "atomic_forces_ev_per_a": [[-0.04, 0.03, 0.01], [0.04, -0.05, 0.01], [0.18, 0.00, -0.12], [0.09, 0.08, 0.03], [-0.01, 0.07, -0.04], [-0.42, 0.30, -0.40], [-0.26, -0.16, -0.01], [0.17, 0.08, 0.25], [0.55, -0.63, 0.15], [-0.21, -0.39, -0.15], [-0.45, 0.05, 0.12], [-0.05, 0.32, -0.22], [0.11, -0.22, 0.16], [-0.10, 0.01, -0.07], [-0.27, 0.17, -0.14], [0.06, -0.23, 0.36], [-0.06, -0.12, -0.11], [0.42, 0.13, -0.12], [-0.34, 0.10, -0.13], [0.38, 0.05, -0.01], [0.04, 0.15, -0.02], [0.05, 0.13, -0.02], [-0.08, -0.01, 0.10], [0.11, -0.12, -0.18], [0.04, 0.55, -0.11], [-0.06, -0.33, 0.20], [0.03, -0.19, 0.11], [-0.04, 0.01, 0.03], [-0.09, -0.04, 0.13], [-0.02, 0.03, -0.09], [-0.08, -0.02, -0.07], [-0.07, 0.05, -0.03], [-0.15, -0.03, 0.08], [-0.07, -0.04, 0.02], [0.00, -0.10, 0.10], [0.02, -0.02, 0.07], [0.19, 0.20, 0.01], [-0.03, -0.04, -0.06], [0.12, 0.21, 0.05], [0.02, -0.13, 0.05], [0.01, -0.05, 0.04], [0.11, 0.06, -0.02], [0.03, 0.03, 0.09], [-0.03, -0.05, 0.03], [-0.03, 0.02, 0.11], [0.01, 0.04, 0.06], [0.01, -0.09, -0.01], [0.01, 0.04, 0.03], [0.05, -0.04, -0.06], [0.04, 0.02, -0.05], [0.04, 0.06, -0.01], [-0.05, -0.03, -0.02], [-0.18, 0.25, 0.03], [-0.03, -0.14, 0.02], [0.05, -0.03, -0.08], [0.07, -0.04, -0.11], [-0.09, -0.04, 0.15], [0.08, 0.05, 0.03], [0.11, -0.02, 0.01], [0.02, 0.02, -0.06], [0.02, 0.06, -0.13]],
  "spin_multiplicity": 1,
  "homo_lumo_gap_ev": 8.650,
  "e_above_lowest_kcal_mol": 2.7,
  "e_homo_ev": -8.00
}

{
  "formula": "C23H32O6",
  "method": "the ωB97M-V functional and the def2-TZVPD basis",
  "symbols": ["C", "C", "O", "O", "C", "C", "O", "C", "O", "C", "C", "C", "C", "C", "C", "C", "C", "C", "O", "C", "C", "C", "C", "C", "C", "O", "C", "C", "C", "H", "H", "H", "H", "H", "H", "H", "H", "H", "H", "H", "H", "H", "H", "H", "H", "H", "H", "H", "H", "H", "H", "H", "H", "H", "H", "H", "H", "H", "H", "H", "H"],
  "positions_angstrom": [[5.546, -1.743, 1.873], [5.420, -1.579, 0.384], [5.721, -2.394, -0.440], [4.901, -0.367, 0.084], [4.719, -0.047, -1.291], [3.324, 0.460, -1.651], [2.880, 0.208, -2.743], [2.586, 1.348, -0.654], [3.479, 1.988, 0.223], [1.833, 2.471, -1.406], [0.352, 2.353, -1.049], [0.344, 1.589, 0.275], [-1.008, 0.996, 0.693], [-2.057, 2.102, 0.771], [-3.353, 1.536, 1.338], [-3.856, 0.437, 0.458], [-5.124, 0.453, 0.030], [-5.766, -0.608, -0.742], [-6.905, -0.520, -1.152], [-4.915, -1.838, -0.938], [-3.443, -1.470, -1.073], [-2.895, -0.687, 0.136], [-2.839, -1.606, 1.369], [-1.479, -0.139, -0.230], [-0.375, -1.220, -0.224], [-0.675, -2.366, -0.988], [0.949, -0.630, -0.721], [1.462, 0.542, 0.117], [1.970, 0.048, 1.470], [6.480, -2.250, 2.097], [4.730, -2.371, 2.227], [5.504, -0.780, 2.373], [5.423, 0.754, -1.552], [4.943, -0.927, -1.903], [4.040, 1.327, 0.646], [1.998, 2.402, -2.479], [2.248, 3.413, -1.048], [-0.108, 3.334, -0.958], [-0.179, 1.800, -1.822], [0.656, 2.288, 1.060], [-0.884, 0.585, 1.701], [-2.251, 2.507, -0.223], [-1.694, 2.914, 1.405], [-4.107, 2.319, 1.429], [-3.164, 1.136, 2.338], [-5.768, 1.286, 0.281], [-5.259, -2.379, -1.821], [-5.071, -2.488, -0.074], [-2.860, -2.379, -1.208], [-3.331, -0.853, -1.970], [-2.353, -2.544, 1.113], [-2.292, -1.137, 2.182], [-3.844, -1.821, 1.723], [-1.558, 0.258, -1.248], [-0.252, -1.602, 0.794], [-0.613, -2.136, -1.923], [0.808, -0.310, -1.756], [1.691, -1.434, -0.729], [2.328, 0.881, 2.071], [1.167, -0.439, 2.016], [2.774, -0.672, 1.341]],
  "atomic_forces_ev_per_a": [[0.06, 0.02, -0.10], [0.15, -0.35, 0.21], [0.01, -0.01, 0.02], [-0.27, 0.48, 0.07], [0.31, -0.27, -0.85], [0.29, -0.02, 0.29], [0.16, 0.00, 0.00], [-0.70, -0.05, -0.27], [0.42, 0.16, 0.14], [0.05, -0.07, -0.05], [0.08, 0.01, 0.13], [-0.04, -0.14, -0.07], [0.08, 0.34, -0.22], [0.00, -0.29, 0.32], [0.03, 0.24, -0.15], [-0.22, 0.03, -0.03], [0.00, 0.46, 0.14], [0.10, -0.49, -0.15], [0.00, 0.07, 0.03], [-0.04, 0.03, -0.21], [-0.14, -0.20, 0.15], [0.03, -0.22, -0.29], [0.02, 0.08, -0.13], [0.13, -0.29, 0.31], [0.20, 0.54, -0.02], [-0.01, -0.37, -0.24], [-0.26, -0.07, 0.27], [0.21, 0.16, 0.10], [-0.17, 0.07, -0.18], [0.01, -0.02, -0.01], [-0.06, -0.02, 0.01], [-0.01, 0.00, 0.07], [-0.07, -0.12, 0.07], [-0.10, 0.27, 0.10], [-0.05, 0.01, 0.10], [0.02, 0.06, 0.03], [0.01, -0.01, -0.01], [-0.10, 0.01, -0.06], [-0.10, 0.00, -0.06], [0.02, 0.01, 0.04], [-0.03, -0.02, 0.07], [0.03, 0.08, -0.08], [0.03, 0.08, -0.03], [-0.05, -0.07, 0.05], [0.01, 0.01, 0.08], [-0.05, 0.08, 0.06], [-0.07, 0.03, 0.08], [-0.04, -0.04, 0.03], [-0.04, 0.14, -0.04], [0.08, 0.01, -0.03], [0.09, -0.12, 0.02], [0.06, 0.01, 0.16], [-0.05, -0.05, 0.07], [0.03, 0.02, -0.06], [-0.04, 0.09, 0.00], [0.00, -0.02, 0.02], [-0.03, -0.07, -0.07], [-0.01, -0.01, -0.08], [0.02, 0.01, 0.07], [-0.06, -0.09, 0.12], [0.07, -0.10, 0.06]],
  "spin_multiplicity": 1,
  "homo_lumo_gap_ev": 9.606,
  "e_above_lowest_kcal_mol": 0.0,
  "e_homo_ev": -9.19
}

{
  "formula": "C23H33Br2NPSn",
  "method": "the ωB97M-V functional and the def2-TZVPD basis",
  "symbols": ["Sn", "C", "C", "C", "P", "C", "C", "C", "C", "C", "C", "C", "C", "C", "C", "N", "C", "C", "C", "C", "C", "C", "C", "C", "C", "H", "H", "H", "H", "H", "H", "H", "H", "H", "H", "H", "H", "H", "H", "H", "H", "H", "H", "H", "H", "H", "H", "H", "H", "H", "H", "H", "H", "H", "H", "H", "Br", "C", "Br", "H", "H"],
  "positions_angstrom": [[0.313, -0.021, 2.354], [2.785, 2.621, 0.274], [3.334, 1.221, 0.542], [3.932, 1.091, 1.951], [2.056, -0.063, 0.347], [2.801, -1.705, 0.086], [1.739, -2.803, 0.026], [3.710, -1.728, -1.145], [0.987, 0.381, -1.043], [1.535, 0.740, -2.258], [0.740, 1.132, -3.354], [1.369, 1.553, -4.646], [-0.644, 1.178, -3.184], [-1.220, 0.822, -1.984], [-0.425, 0.366, -0.913], [-1.042, 0.040, 0.290], [-2.261, -0.480, 0.291], [-2.737, -1.422, -0.759], [-1.841, -2.135, -1.734], [-4.040, -1.828, -0.706], [-4.922, -1.397, 0.298], [-6.337, -1.825, 0.308], [-4.451, -0.544, 1.337], [-3.169, -0.111, 1.394], [-2.784, 0.868, 2.463], [3.523, 3.365, 0.576], [1.883, 2.830, 0.850], [2.553, 2.787, -0.775], [4.117, 1.005, -0.190], [3.314, 1.617, 2.681], [4.918, 1.554, 1.982], [4.063, 0.061, 2.293], [3.406, -1.843, 0.990], [1.177, -2.741, -0.906], [1.038, -2.783, 0.866], [2.229, -3.775, 0.042], [3.138, -1.616, -2.067], [4.194, -2.705, -1.188], [4.502, -0.981, -1.117], [2.611, 0.748, -2.386], [2.436, 1.349, -4.667], [1.220, 2.625, -4.801], [0.890, 1.041, -5.482], [-1.268, 1.541, -3.991], [-2.282, 0.960, -1.830], [-0.783, -2.013, -1.529], [-2.026, -1.789, -2.752], [-2.081, -3.198, -1.706], [-4.396, -2.552, -1.429], [-6.560, -2.575, -0.444], [-6.956, -0.936, 0.124], [-6.616, -2.187, 1.301], [-5.161, -0.211, 2.083], [-3.667, 1.415, 2.796], [-2.074, 1.624, 2.126], [-2.390, 0.363, 3.350], [1.755, 0.525, 5.359], [1.138, 2.318, 5.144], [0.400, 2.725, 3.363], [1.985, 2.985, 5.252], [0.341, 2.516, 5.850]],
  "atomic_forces_ev_per_a": [[-0.10, -0.51, 0.18], [0.01, 0.11, 0.00], [0.27, 0.02, -0.07], [0.09, 0.03, 0.08], [-0.35, 0.57, 0.19], [0.16, -0.10, 0.09], [0.00, 0.03, -0.06], [0.02, -0.18, 0.02], [-0.02, -0.11, -0.14], [-0.03, 0.03, -0.07], [0.25, 0.04, -0.12], [-0.08, -0.10, 0.16], [-0.17, 0.02, 0.10], [0.03, -0.05, -0.13], [-0.16, -0.14, 0.26], [-0.04, 0.25, -0.21], [0.19, -0.07, -0.09], [0.05, 0.13, 0.10], [0.01, 0.06, 0.11], [0.00, 0.05, 0.05], [-0.21, -0.08, 0.01], [0.18, 0.03, 0.00], [0.02, 0.01, -0.05], [0.03, -0.12, -0.11], [0.01, 0.16, 0.04], [0.06, -0.04, -0.04], [-0.07, -0.05, 0.06], [0.04, 0.01, -0.01], [-0.02, -0.05, -0.02], [-0.09, -0.03, 0.01], [-0.03, 0.03, -0.04], [0.00, -0.01, -0.08], [0.04, -0.03, -0.05], [-0.03, 0.00, -0.01], [0.00, 0.02, 0.04], [-0.01, -0.01, 0.01], [-0.02, 0.02, 0.01], [0.02, 0.01, -0.01], [-0.01, 0.02, 0.02], [0.00, -0.02, 0.01], [0.00, 0.00, 0.00], [-0.02, 0.01, -0.01], [0.01, 0.02, -0.03], [-0.01, 0.01, 0.01], [-0.04, -0.01, -0.01], [0.05, 0.05, 0.02], [-0.01, 0.02, -0.03], [0.00, 0.01, -0.02], [0.01, 0.00, -0.01], [-0.01, 0.01, -0.01], [-0.05, -0.03, 0.02], [-0.04, 0.02, 0.00], [-0.01, 0.00, 0.00], [-0.01, -0.04, 0.01], [-0.03, -0.08, -0.05], [-0.01, -0.04, -0.02], [-0.03, -0.05, -0.12], [0.16, 0.04, 0.17], [0.05, -0.03, -0.14], [-0.08, 0.08, 0.01], [-0.01, 0.03, -0.03]],
  "spin_multiplicity": 1,
  "charge": 3,
  "homo_lumo_gap_ev": [5.682, 5.633],
  "e_above_lowest_kcal_mol": 0.0,
  "e_homo_ev": [-17.60, -17.58]
}

{
  "formula": "C23H33BrN7OPtS2",
  "method": "the ωB97M-V functional and the def2-TZVPD basis",
  "symbols": ["Pt", "Br", "C", "C", "C", "C", "C", "C", "N", "C", "C", "C", "C", "C", "C", "N", "H", "H", "H", "H", "H", "H", "H", "H", "H", "C", "N", "C", "C", "N", "N", "C", "N", "N", "H", "H", "H", "H", "H", "H", "H", "H", "H", "H", "H", "C", "C", "C", "C", "C", "H", "H", "H", "H", "H", "H", "H", "H", "H", "H", "C", "O", "C", "S", "S", "H", "H", "H"],
  "positions_angstrom": [[-0.482, 0.173, 0.371], [4.736, -3.340, 4.128], [3.291, -2.245, 3.585], [2.728, -2.435, 2.331], [1.682, -1.627, 1.935], [1.173, -0.627, 2.781], [1.767, -0.454, 4.040], [2.816, -1.256, 4.435], [0.093, 0.140, 2.318], [-0.659, 0.819, 3.145], [-1.818, 1.568, 2.736], [-2.620, 2.257, 3.662], [-3.729, 2.945, 3.224], [-4.040, 2.943, 1.866], [-3.208, 2.236, 1.011], [-2.145, 1.576, 1.433], [3.104, -3.204, 1.670], [1.231, -1.773, 0.955], [1.437, 0.334, 4.703], [3.274, -1.106, 5.403], [-0.434, 0.782, 4.204], [-2.347, 2.235, 4.710], [-4.358, 3.481, 3.921], [-4.902, 3.475, 1.490], [-3.409, 2.198, -0.056], [-2.392, 1.209, -3.858], [-2.826, -0.019, -3.208], [-3.439, -1.018, -4.080], [-2.256, -0.366, -2.023], [-1.242, 0.251, -1.526], [-2.871, -1.414, -1.376], [-2.602, -2.010, -0.162], [-3.401, -3.072, 0.103], [-1.721, -1.566, 0.657], [-3.179, 1.538, -4.533], [-1.473, 1.074, -4.437], [-2.246, 1.994, -3.117], [-3.823, -0.514, -4.961], [-4.287, -1.522, -3.613], [-2.709, -1.765, -4.401], [-0.802, 0.899, -2.155], [-3.670, -1.790, -1.854], [-3.958, -3.510, -0.608], [-3.216, -3.626, 0.921], [-1.630, -2.116, 1.499], [2.142, 1.142, -1.869], [2.041, 1.839, -0.489], [2.465, 3.315, -0.624], [3.021, 1.128, 0.465], [0.654, 1.762, -0.010], [3.190, 1.080, -2.157], [1.608, 1.706, -2.638], [1.726, 0.133, -1.819], [3.487, 3.381, -0.995], [2.419, 3.817, 0.345], [1.812, 3.849, -1.315], [4.043, 1.332, 0.150], [2.863, 0.052, 0.445], [2.902, 1.479, 1.492], [0.119, 2.717, 0.028], [4.276, -2.313, -2.686], [2.887, -1.983, -2.661], [2.067, -2.720, -1.922], [2.547, -4.015, -0.967], [0.422, -2.298, -1.931], [4.771, -1.459, -3.143], [4.438, -3.208, -3.285], [4.657, -2.486, -1.681]],
  "atomic_forces_ev_per_a": [[1.53, 0.13, -1.51], [-0.19, 0.17, -0.03], [0.09, -0.11, -0.09], [0.26, -0.16, 0.30], [-0.61, 0.37, -0.03], [1.20, -1.05, 0.27], [-0.35, 0.28, -0.34], [0.12, -0.06, 0.13], [-1.44, 1.05, 1.16], [1.31, -1.24, -0.47], [-1.61, 1.08, -0.52], [0.93, -0.57, 0.14], [-0.42, 0.20, -0.43], [0.06, 0.04, 0.42], [-0.03, 0.05, 0.16], [-0.55, 0.51, 0.76], [-0.09, 0.06, -0.10], [0.11, -0.07, -0.04], [0.08, -0.01, 0.06], [0.01, 0.00, -0.01], [-0.04, 0.02, 0.06], [-0.08, 0.06, 0.03], [0.03, -0.01, 0.04], [-0.01, 0.00, -0.01], [0.03, -0.02, 0.01], [0.11, -0.02, -0.06], [-0.08, 0.04, 0.03], [0.13, -0.22, -0.03], [0.16, 0.02, -0.19], [-0.13, 0.39, 0.52], [-0.20, -0.10, 0.07], [0.05, -0.18, -0.07], [-0.07, 0.06, 0.09], [0.35, 0.89, 0.01], [0.01, -0.03, 0.00], [0.02, 0.00, 0.04], [-0.02, 0.00, -0.01], [-0.02, 0.03, 0.03], [-0.04, 0.06, -0.02], [-0.02, -0.01, 0.02], [0.02, -0.15, -0.27], [-0.01, 0.04, -0.02], [0.12, -0.04, -0.08], [0.04, -0.03, -0.02], [0.12, -0.08, -0.04], [-0.67, -0.30, 0.02], [0.58, 1.02, 0.17], [-0.07, -0.09, 0.04], [-0.32, -0.34, 0.21], [-0.79, -1.95, -0.20], [0.05, 0.10, 0.09], [0.02, 0.03, -0.03], [0.07, -0.05, -0.10], [0.00, 0.03, -0.01], [0.06, 0.04, 0.00], [0.02, 0.01, -0.03], [-0.03, 0.10, -0.10], [0.00, -0.02, 0.00], [0.06, 0.00, 0.02], [0.10, 0.14, -0.02], [0.12, -0.04, 0.01], [0.18, 0.33, -0.23], [-0.82, -1.02, 0.94], [0.69, 0.09, -0.10], [-0.05, 0.56, -0.60], [-0.03, 0.00, -0.06], [0.00, -0.01, 0.04], [-0.05, -0.01, -0.02]],
  "spin_multiplicity": 1,
  "charge": 1,
  "homo_lumo_gap_ev": 3.770,
  "e_above_lowest_kcal_mol": 85.7,
  "e_homo_ev": -8.12
}